68
Properties=species:S:1:pos:R:3:forces:R:3 method="wB97M-V/def2-TZVPD" e_homo_ev="-18.63 / -18.35" orbital_gap_ev="7.590 / 3.721" relative_energy_kcal_mol=5.5 charge=+4 multiplicity=5
P 3.708 -2.179 -0.186 3.93 1.60 1.65
C 3.945 -1.901 1.615 -1.32 -0.53 0.44
H 5.001 -2.006 1.904 -0.31 -0.06 -0.36
H 3.336 -2.652 2.131 0.34 0.08 0.26
H 3.561 -0.917 1.913 0.05 -0.25 -0.21
C 5.299 -3.070 -0.566 -0.84 -1.16 -1.06
H 5.628 -2.875 -1.598 -0.23 -0.02 0.30
H 5.091 -4.147 -0.490 0.33 0.16 0.02
H 6.106 -2.811 0.138 -0.61 0.23 -0.01
C 4.100 -0.473 -0.758 -1.36 0.23 -0.75
H 5.189 -0.313 -0.718 -0.28 -0.28 0.05
H 3.576 0.255 -0.119 0.28 -0.31 -0.20
H 3.739 -0.338 -1.787 0.53 0.10 0.26
P -1.144 4.193 -0.930 -1.33 3.63 0.01
C -1.262 5.016 0.691 0.52 -1.29 0.83
H -1.482 6.075 0.494 0.07 -0.26 -0.05
H -0.310 4.900 1.227 -0.26 0.33 0.01
H -2.059 4.550 1.286 0.17 0.28 -0.11
C -0.246 5.451 -1.886 1.29 -1.12 -0.43
H -0.158 5.104 -2.922 0.01 0.37 0.07
H 0.759 5.592 -1.477 -0.11 0.19 -0.14
H -0.836 6.372 -1.831 0.09 -0.17 0.04
C -2.800 4.577 -1.579 -0.40 -1.67 -0.26
H -2.890 5.670 -1.603 0.06 -0.24 0.06
H -3.569 4.127 -0.943 0.01 0.21 -0.20
H -2.885 4.159 -2.590 -0.24 0.32 0.10
P -2.326 -3.385 -0.028 -1.45 -2.78 1.80
C -2.845 -3.549 1.735 0.48 1.30 0.08
H -3.265 -4.551 1.886 0.03 0.27 -0.14
H -3.593 -2.773 1.933 0.03 -0.26 0.19
H -1.969 -3.379 2.381 -0.48 -0.27 -0.17
C -3.927 -3.589 -0.877 0.20 1.36 -0.84
H -4.421 -4.476 -0.467 0.18 0.05 0.07
H -3.745 -3.709 -1.951 -0.23 -0.14 0.15
H -4.549 -2.699 -0.730 -0.06 -0.30 -0.02
C -1.669 -5.089 -0.218 1.14 0.92 -0.72
H -2.378 -5.769 0.263 0.06 0.16 -0.08
H -0.698 -5.106 0.283 -0.07 -0.41 -0.02
H -1.545 -5.324 -1.279 0.03 -0.18 0.21
Ru -0.058 0.768 -1.660 -0.49 1.89 7.36
C 0.980 1.730 -0.265 3.05 1.98 2.42
O 1.544 2.238 0.619 -2.22 -1.82 -3.04
C -1.426 1.039 -0.344 -3.57 0.22 2.74
O -2.260 1.165 0.469 2.86 -0.32 -2.82
C -1.489 0.323 -3.131 -1.20 -0.50 -1.33
C -0.873 -0.851 -2.674 -0.63 -1.78 -0.88
C 0.527 -0.955 -2.664 0.58 -1.74 -0.82
C 1.306 0.117 -3.117 1.45 -0.80 -0.93
C 0.697 1.297 -3.551 0.62 0.98 -1.44
C -0.701 1.397 -3.557 -0.63 1.31 -1.55
H -2.577 0.407 -3.139 0.31 0.03 0.20
H -1.462 -1.691 -2.305 0.09 0.43 -0.04
H 0.992 -1.844 -2.231 -0.13 0.30 -0.24
H 2.388 0.041 -3.084 -0.28 0.15 -0.07
H 1.302 2.157 -3.834 -0.11 -0.22 0.02
H -1.175 2.333 -3.852 0.12 -0.29 -0.05
S 0.341 -2.139 1.840 0.09 -0.73 -1.35
C 0.149 -0.944 3.008 -0.82 1.55 0.17
N -0.925 -0.075 2.893 0.77 0.09 0.70
C -1.120 0.989 3.733 0.49 -0.44 0.18
C -0.184 1.259 4.717 -0.66 -0.01 -0.31
C 0.917 0.398 4.870 -0.15 -0.41 -0.20
C 1.062 -0.707 4.049 -0.18 0.08 -0.22
H -1.564 -0.201 2.111 0.18 -0.24 0.47
H -2.050 1.539 3.581 0.39 -0.04 0.11
H -0.344 2.100 5.384 0.06 -0.15 -0.11
H 1.655 0.562 5.648 -0.11 0.14 0.01
H 1.884 -1.413 4.135 -0.12 0.25 0.20

77
Properties=species:S:1:pos:R:3:forces:R:3 method="wB97M-V/def2-TZVPD" e_homo_ev=-8.83 orbital_gap_ev=8.986 smiles=OOCB1OBOB(C(F)(F)F)O1.CCCC#N.CCCC#N.CCCC#N.CCCC#N.CCCC#N charge=0
O 2.562 -2.158 0.030 -1.63 0.43 5.95
O 2.955 -2.049 -1.207 3.01 2.07 -5.31
C 3.517 -0.714 -1.497 0.75 0.83 -0.97
B 2.419 0.511 -1.416 -0.44 1.38 0.86
O 2.615 1.720 -0.546 -3.67 -1.70 -3.24
B 1.273 2.392 -0.627 0.57 -2.35 0.84
O 0.101 1.540 -0.217 1.73 -2.04 -3.64
B 0.105 0.369 -1.122 2.01 3.11 0.12
C -0.877 -0.951 -1.007 -1.63 -1.44 -0.68
F -2.051 -0.788 -1.944 3.32 -0.76 2.77
F -0.109 -2.132 -1.488 -3.04 3.36 2.02
F -1.471 -1.124 0.345 1.91 -0.10 -4.24
O 1.145 0.398 -2.209 -0.13 -0.44 4.61
H 3.090 -1.572 0.652 -0.39 -0.75 -1.16
H 3.884 -0.755 -2.628 -0.66 -0.17 2.39
H 4.456 -0.444 -0.818 -1.82 -0.91 -1.22
H 1.149 3.532 -0.953 -0.19 -1.28 -0.58
C -2.908 -3.918 -3.546 0.16 0.05 0.09
C -3.921 -3.133 -4.368 0.26 0.15 0.36
C -4.673 -3.995 -5.381 -0.21 0.29 -0.02
C -3.788 -4.528 -6.427 0.62 -0.59 -0.86
N -3.089 -4.954 -7.249 -0.84 0.59 1.04
H -2.115 -4.332 -4.177 -0.10 0.00 0.06
H -2.436 -3.264 -2.806 -0.06 -0.15 -0.12
H -3.390 -4.743 -3.012 0.05 0.05 -0.05
H -3.410 -2.307 -4.878 -0.16 -0.12 0.01
H -4.650 -2.682 -3.683 0.02 -0.05 -0.22
H -5.453 -3.386 -5.853 0.13 -0.21 -0.10
H -5.181 -4.819 -4.867 0.16 0.00 -0.17
C 1.058 0.846 -5.530 0.01 0.08 0.07
C 1.460 0.822 -6.999 -0.25 0.34 0.20
C 2.199 -0.454 -7.401 -0.07 0.11 -0.33
C 3.501 -0.581 -6.732 1.02 -0.29 0.55
N 4.526 -0.684 -6.200 -1.29 0.20 -0.62
H 1.934 0.832 -4.875 -0.12 -0.06 -0.07
H 0.492 1.756 -5.310 0.07 -0.14 0.03
H 0.428 -0.014 -5.282 0.09 0.08 0.04
H 2.077 1.702 -7.218 -0.04 -0.19 -0.07
H 0.553 0.909 -7.609 0.22 -0.08 -0.03
H 2.356 -0.444 -8.486 0.14 -0.11 0.19
H 1.578 -1.330 -7.180 0.21 0.06 0.07
C 3.613 7.464 2.113 -0.08 0.11 0.08
C 4.097 6.039 2.349 0.01 0.35 0.30
C 3.955 5.143 1.119 0.21 -0.25 0.18
C 2.551 4.924 0.747 -0.84 -0.04 -0.30
N 1.443 4.755 0.449 1.42 1.18 1.35
H 2.541 7.491 1.891 0.12 -0.01 -0.02
H 3.783 8.072 3.007 -0.04 -0.05 -0.16
H 4.149 7.928 1.280 -0.07 -0.02 0.07
H 3.551 5.608 3.197 0.11 -0.05 -0.18
H 5.155 6.076 2.636 -0.15 -0.16 -0.10
H 4.422 4.174 1.333 -0.22 0.03 -0.18
H 4.502 5.579 0.275 -0.23 -0.07 0.01
C -0.052 0.583 5.032 0.03 0.09 0.07
C -0.726 -0.374 4.057 -0.26 0.32 0.27
C 0.265 -1.232 3.272 -0.32 -0.20 -0.06
C 1.107 -0.431 2.372 0.68 0.43 -0.53
N 1.775 0.201 1.666 -0.72 -0.96 1.20
H 0.571 1.315 4.509 -0.04 -0.07 0.02
H -0.807 1.135 5.601 0.14 -0.06 -0.04
H 0.578 0.039 5.743 -0.10 0.05 -0.06
H -1.359 0.200 3.369 0.12 -0.17 -0.01
H -1.391 -1.037 4.625 0.19 -0.01 -0.18
H -0.295 -1.963 2.678 0.25 0.14 -0.09
H 0.896 -1.802 3.964 0.05 0.17 -0.15
C -4.571 -1.657 5.885 -0.03 -0.01 -0.13
C -4.485 -2.553 7.114 -0.30 -0.06 -0.34
C -3.433 -2.093 8.122 -0.17 -0.23 0.22
C -2.067 -2.186 7.587 1.14 0.08 -0.33
N -0.990 -2.254 7.163 -1.36 0.07 0.44
H -3.638 -1.669 5.314 -0.08 0.03 0.07
H -5.371 -2.003 5.223 0.13 0.10 0.07
H -4.789 -0.623 6.169 0.03 -0.08 -0.05
H -4.280 -3.583 6.796 0.01 0.14 0.16
H -5.464 -2.561 7.608 0.22 -0.04 0.05
H -3.506 -2.719 9.019 0.21 0.13 -0.11
H -3.641 -1.064 8.437 0.19 -0.10 -0.10